The following is a quantum chemistry calculation of a structure of composition C41H48CaGe2N3O2SSb at a distorted geometry, from the Open Molecules 2025 dataset.

```
99
Properties=species:S:1:pos:R:3:mulliken_charge:R:1
Ca 0.08 -1.68 0.46 1.02
C -2.65 -1.99 -1.98 -1.49
C -3.11 -1.52 -0.64 0.60
C -4.46 -1.52 -0.33 -0.81
C -4.87 -1.12 0.93 -0.84
C -3.92 -0.74 1.86 -0.89
C -2.58 -0.75 1.49 0.01
N -2.19 -1.12 0.26 0.83
Sb -1.36 -0.30 3.27 1.00
C -0.85 1.73 2.67 0.34
C -1.45 2.78 3.37 -1.03
C -1.01 4.07 3.14 -0.61
C 0.03 4.27 2.26 -0.79
C 0.57 3.18 1.59 0.30
C 1.72 3.34 0.64 -0.44
N 0.11 1.93 1.77 0.44
C 0.78 -0.84 3.22 0.53
C 1.21 -1.16 4.50 -0.98
C 2.52 -1.56 4.68 -0.73
C 3.35 -1.66 3.59 -0.94
C 2.85 -1.34 2.33 0.60
C 3.71 -1.47 1.11 -1.27
N 1.60 -0.90 2.16 0.35
H -3.40 -1.77 -2.74 0.59
H -2.49 -3.07 -1.95 0.21
H -1.70 -1.54 -2.27 0.11
H -5.18 -1.85 -1.06 0.53
H -5.92 -1.13 1.19 0.42
H -4.21 -0.46 2.86 0.50
H -2.23 2.58 4.09 0.45
H -1.45 4.91 3.67 0.42
H 0.43 5.26 2.08 0.46
H 1.95 4.39 0.47 0.42
H 1.49 2.87 -0.31 -0.46
H 2.61 2.84 1.04 0.31
H 0.52 -1.11 5.33 0.45
H 2.88 -1.82 5.67 0.41
H 4.37 -2.01 3.69 0.50
H 4.51 -2.19 1.27 0.51
H 4.16 -0.51 0.84 0.25
H 3.13 -1.81 0.25 0.09
C 2.43 -1.44 -4.57 -1.50
C 1.28 -1.35 -3.56 0.06
Ge 1.18 0.48 -2.84 -0.09
C 2.70 0.62 -1.57 0.03
C 3.65 1.76 -1.91 -1.63
C 1.41 1.80 -4.27 0.17
C 0.30 2.57 -4.34 -1.13
Ge -0.90 1.82 -2.94 -0.08
C -1.59 2.90 -1.44 0.21
C -1.32 4.41 -1.43 -1.55
C -2.49 1.00 -3.75 -0.16
C -3.32 2.04 -4.52 -1.34
C 0.05 3.62 -5.36 0.42
C 0.73 3.60 -6.58 -0.55
C 0.51 4.58 -7.53 -0.77
C -0.40 5.59 -7.29 -0.39
C -1.10 5.62 -6.09 -0.86
C -0.87 4.63 -5.14 0.47
H 2.58 -2.46 -4.91 0.40
H 3.38 -1.10 -4.13 0.32
H 2.24 -0.82 -5.44 0.38
H 1.44 -2.05 -2.74 -0.01
H 0.34 -1.64 -4.02 0.45
H 3.22 -0.34 -1.66 0.59
H 2.35 0.69 -0.54 0.13
H 4.11 1.61 -2.89 0.42
H 4.45 1.85 -1.17 0.38
H 3.14 2.73 -1.95 0.32
H 2.24 1.94 -4.96 0.43
H -1.19 2.44 -0.54 -0.33
H -2.67 2.72 -1.43 0.55
H -0.27 4.64 -1.63 0.31
H -1.58 4.85 -0.47 0.39
H -1.91 4.92 -2.19 0.52
H -3.08 0.58 -2.93 0.03
H -2.20 0.18 -4.40 0.51
H -3.59 2.88 -3.88 0.26
H -4.24 1.60 -4.89 0.45
H -2.77 2.43 -5.37 0.33
H 1.43 2.80 -6.79 0.39
H 1.04 4.54 -8.47 0.39
H -0.58 6.36 -8.04 0.39
H -1.82 6.40 -5.89 0.40
H -1.42 4.65 -4.21 0.22
O -1.88 -3.13 2.99 -0.80
C -1.16 -3.55 2.08 0.17
O 0.04 -3.14 1.92 -0.63
C -1.70 -4.53 1.07 0.62
C -2.83 -5.24 1.49 -0.64
C -3.43 -6.18 0.68 -0.64
C -2.90 -6.40 -0.59 -0.56
C -1.81 -5.69 -1.02 -0.59
C -1.16 -4.73 -0.22 0.54
S 0.18 -3.87 -1.02 -0.46
H -3.21 -5.03 2.47 0.45
H -4.29 -6.74 1.02 0.41
H -3.35 -7.13 -1.25 0.38
H -1.41 -5.85 -2.02 0.45
```

Calculated values
HOMO	-6.8	eV
maximum force	1.65	eV/A
net charge	0
energy relative to the best compared isomer or geometry (same formula, charge and spin)	70.2	kJ/mol
calculated total energy	-200706.23197	eV
LUMO level	0.2282	eV
Kohn-Sham gap	7.02	eV